[1]
Entry from the OMol25 dataset: a structure of composition C18H14Cl4MnN3O2 in a non-equilibrium geometry (ωB97M-V/def2-TZVPD).

Each line ends with the Löwdin charge.
CARTESIAN COORDINATES (ANGSTROEM)
Mn (0.3057, -0.1074, 0.7099)  0.53
Cl (5.1403, -4.3585, 2.7543)  0.63
Cl (1.8761, -0.9357, 5.3449)  0.65
Cl (-0.7681, 1.7101, -0.5137)  0.99
Cl (-3.3445, -2.9767, -0.6514)  0.62
O (0.8625, -0.3442, 2.5233)  -0.15
O (-0.8172, 1.8809, 0.9738)  -0.39
N (-1.1372, -1.0970, 0.0866)  -0.03
N (1.6570, -1.3742, 0.3302)  0.01
N (-1.1394, 3.2473, -1.1337)  -0.41
C (-4.4716, -0.6485, -1.3557)  -0.15
C (2.0182, -1.9235, -0.8659)  -0.10
C (3.6866, -3.3386, 0.1665)  -0.04
C (-1.1849, 4.3993, -0.2664)  -0.10
C (-2.1291, -0.5366, -0.5176)  -0.48
C (3.4232, -2.5978, 3.8623)  -0.14
C (-3.3490, -1.2568, -0.8963)  -0.62
C (2.2918, -1.8437, 1.4657)  -0.13
C (1.8163, -1.2466, 2.6503)  -0.36
C (3.0073, -2.8761, -0.9617)  -0.08
C (3.8593, -3.1639, 2.6848)  -0.61
C (-4.5386, 0.7563, -1.5467)  -0.14
C (0.5820, 1.0882, -0.8947)  -0.36
C (3.3119, -2.8120, 1.4352)  -0.19
C (-2.2491, 0.8560, -0.9027)  -0.28
C (-3.4176, 1.5049, -1.3007)  -0.12
C (-0.9883, 3.3801, -2.5617)  -0.11
C (2.4074, -1.6449, 3.8452)  -0.59
H (-5.4543, 1.2220, -1.8820)  0.08
H (-1.3223, 4.0709, 0.7602)  0.08
H (3.2461, -3.2733, -1.9405)  0.10
H (-5.3391, -1.2612, -1.5677)  0.09
H (-1.7406, 4.0832, -2.9284)  0.09
H (0.0052, 3.7415, -2.8522)  0.08
H (-3.4258, 2.5791, -1.4277)  0.10
H (-2.0370, 5.0234, -0.5523)  0.08
H (-0.2683, 4.9966, -0.3228)  0.08
H (1.4639, -1.5804, -1.7282)  0.11
H (3.8663, -2.8905, 4.8036)  0.10
H (1.0091, 1.2146, -1.8776)  0.02
H (-1.1757, 2.4199, -3.0419)  0.09
H (4.4616, -4.0863, 0.0934)  0.08

Computed properties:
- Charge: -1
- Energy relative to the best compared isomer or geometry (same formula, charge and spin): 5.2 kJ/mol
- <S²>: 0.999
- Largest force on an atom: 2.0 eV/Å
- Kohn-Sham gap (alpha / beta): 0.21051 / 0.19194 hartree
- LUMO level (alpha / beta): 2.6 / 2.6 eV
- Multiplicity: 2

[2]
Entry from the OMol25 dataset: a structure of composition C18H14IN5O3Pt (ωB97M-V/def2-TZVPD).

Each line ends with the Löwdin charge.
CARTESIAN COORDINATES (ANGSTROEM)
Pt (1.0503, -1.0413, -1.6628)  1.11
I (2.2716, 0.5269, -3.5020)  1.25
O (-2.1795, 1.1162, 2.3235)  -0.04
O (2.0047, -2.2548, -0.0565)  -0.06
O (-0.6848, -2.0219, -1.5545)  -0.10
N (-3.6104, -2.8648, 0.1943)  0.17
N (0.0961, 0.6540, -0.6961)  0.03
N (2.7609, 1.0030, 2.9161)  0.23
N (3.7138, -2.2985, 1.3946)  0.26
N (2.8542, -0.2268, -1.7032)  -0.56
C (2.8378, 0.5091, 1.8810)  -0.16
C (-3.3280, 0.6046, 1.6738)  -0.17
C (0.8171, 4.2994, -0.9265)  -0.02
C (-1.6427, -1.8450, -0.7531)  -0.22
C (-3.7961, -1.7419, 0.8962)  0.02
C (0.1046, 3.1077, -0.9421)  0.02
C (2.7809, 0.5527, -0.5366)  -0.34
C (2.8853, -1.6460, 0.6098)  -0.43
C (-1.0481, 0.5492, -0.1175)  0.01
C (2.8744, 3.0931, -0.5791)  0.01
C (2.1894, 4.2956, -0.7333)  -0.01
C (-1.8823, -0.6322, -0.0142)  -0.02
C (0.7760, 1.9088, -0.7527)  -0.25
C (-2.5867, -2.9639, -0.6104)  -0.19
C (2.1754, 1.9029, -0.5997)  -0.21
C (-2.9888, -0.5989, 0.8237)  -0.10
C (2.9293, -0.1390, 0.6143)  -0.10
C (-2.3832, -4.1948, -1.4081)  0.02
H (-2.4206, -3.9714, -2.4772)  0.11
H (4.4198, -1.8224, 1.9352)  0.15
H (-2.1884, 0.8914, 3.2594)  0.12
H (-3.1531, -4.9174, -1.1579)  0.10
H (-0.9644, 3.1174, -1.1128)  0.13
H (-4.1168, 0.3395, 2.3776)  0.14
H (-3.7340, 1.3932, 1.0315)  0.15
H (2.7367, 5.2279, -0.7171)  0.13
H (-1.3934, -4.6157, -1.2157)  0.11
H (-1.4280, 1.4379, 0.3789)  0.14
H (3.9481, 3.0877, -0.4439)  0.14
H (0.2938, 5.2346, -1.0702)  0.13
H (-4.6429, -1.7513, 1.5741)  0.14
H (3.6521, -3.3053, 1.4590)  0.16

Computed properties:
- Charge: +2
- Energy relative to the best compared isomer or geometry (same formula, charge and spin): 89.8 kJ/mol
- Largest force on an atom: 0.9 eV/Å
- Kohn-Sham gap (alpha / beta): 0.15212 / 0.15224 hartree
- LUMO level (alpha / beta): -10.5 / -10.5 eV
- Multiplicity: 1

[3]
Entry from the OMol25 dataset: an isolated molecule of C18H14N2OS in a non-equilibrium geometry (ωB97M-V/def2-TZVPD).

Each line ends with the Löwdin charge.
CARTESIAN COORDINATES (ANGSTROEM)
S (-2.0301, 1.8319, 3.4480)  0.88
O (-1.7496, -1.0705, 2.9997)  0.00
N (-0.4898, 0.3173, 1.7111)  0.14
N (-0.5859, 2.5854, 1.4312)  0.06
C (0.7185, 1.9225, -1.9693)  -0.20
C (-0.8879, -0.9455, 2.1177)  -0.38
C (-0.9858, 1.5489, 2.0824)  -0.70
C (-1.0889, 1.3831, -3.5200)  -0.08
C (-1.6067, 2.0067, -1.2495)  -0.01
C (1.1014, -3.1783, -0.2097)  -0.07
C (0.2686, 1.5418, -3.2258)  -0.04
C (-0.1522, -4.5574, 1.3048)  -0.07
C (-0.6836, -3.4355, 1.9329)  0.00
C (2.4814, 2.3236, -0.3989)  -0.08
C (-2.0092, 1.6199, -2.5138)  -0.10
C (0.2489, 2.4358, 0.3799)  -0.30
C (0.6545, -2.0219, 0.4564)  0.01
C (-0.2301, 2.1393, -0.9374)  -0.10
C (-0.2950, -2.1483, 1.5059)  -0.12
C (1.5893, 2.5140, 0.6697)  -0.03
C (0.6978, -4.4120, 0.2248)  -0.09
C (2.0944, 2.0542, -1.7116)  -0.04
H (-0.4684, -5.5156, 1.6494)  0.10
H (1.0345, -5.3305, -0.2421)  0.11
H (1.7942, -3.1471, -1.0344)  0.10
H (0.1960, 0.3139, 0.9701)  0.10
H (-1.6503, 0.6626, 4.0377)  -0.10
H (0.9755, 1.3257, -4.0274)  0.11
H (-2.3714, 2.1937, -0.4878)  0.12
H (1.9466, 2.7163, 1.6873)  0.13
H (0.9937, -1.0495, 0.1260)  0.10
H (2.8358, 1.9788, -2.4870)  0.10
H (-1.4035, -3.6580, 2.7203)  0.12
H (-3.0769, 1.4439, -2.7184)  0.11
H (-1.3997, 1.1039, -4.5129)  0.10
H (3.5337, 2.5067, -0.2096)  0.10

Computed properties:
- Energy relative to the best compared isomer or geometry (same formula, charge and spin): 0.0 kJ/mol
- Largest force on an atom: 3.0 eV/Å
- Kohn-Sham gap: 0.28672 hartree
- LUMO level: -0.1 eV
- SMILES: O=C(N/C(S)=N\c1cccc2ccccc12)c1ccccc1
- Multiplicity: 1

[4]
Entry from the OMol25 dataset: a structure of composition C18H14N4O2STi (ωB97M-V/def2-TZVPD).

Each line ends with the Löwdin charge.
CARTESIAN COORDINATES (ANGSTROEM)
Ti (0.0659, 0.6290, -0.4383)  0.90
S (-0.8851, 0.6989, -2.6633)  0.79
O (-0.4220, 1.9794, 0.6872)  -0.20
O (1.0864, -0.9730, -0.2937)  -0.21
N (-1.0994, -0.5911, 0.7247)  -0.09
N (-0.7424, -1.9443, 0.6931)  0.12
N (1.5759, 1.5305, -2.2064)  0.03
N (0.0519, 3.2324, -2.7573)  0.11
C (2.5609, 2.4363, -1.9275)  -0.02
C (0.8640, -5.7708, -0.1056)  -0.06
C (-1.8948, 3.5130, 1.7293)  0.00
C (0.4149, -2.0591, 0.1284)  -0.38
C (0.2788, -4.5343, 0.1008)  -0.02
C (1.0312, -3.3754, -0.0849)  -0.16
C (-2.0097, -0.2423, 1.5619)  -0.01
C (0.9996, 4.1013, -2.4995)  -0.05
C (0.2933, 1.9232, -2.5847)  -0.80
C (2.9475, -4.7034, -0.6717)  -0.07
C (-3.8472, 2.7072, 2.9028)  -0.06
C (2.1961, -5.8557, -0.4908)  -0.07
C (-1.5501, 2.2079, 1.4010)  -0.28
C (-2.3579, 1.1371, 1.8248)  -0.13
C (-3.4992, 1.4128, 2.5914)  -0.02
C (2.3657, -3.4620, -0.4713)  -0.03
C (2.2859, 3.7566, -2.0233)  0.00
C (-3.0365, 3.7561, 2.4675)  -0.05
H (2.6494, -6.8252, -0.6504)  0.11
H (-0.7569, -4.4533, 0.4000)  0.11
H (-3.2985, 4.7757, 2.7175)  0.12
H (0.2808, -6.6712, 0.0325)  0.11
H (1.8146, 0.5463, -2.3196)  0.15
H (-4.1062, 0.5820, 2.9299)  0.12
H (-2.5047, -1.0402, 2.1110)  0.15
H (0.7417, 5.1387, -2.6845)  0.14
H (3.5283, 2.0412, -1.6508)  0.15
H (-1.2506, 4.3171, 1.4006)  0.12
H (-4.7344, 2.9111, 3.4850)  0.11
H (2.9406, -2.5561, -0.6028)  0.11
H (3.9860, -4.7739, -0.9663)  0.11
H (3.0362, 4.4973, -1.7966)  0.13

Computed properties:
- Charge: +1
- Energy relative to the best compared isomer or geometry (same formula, charge and spin): 97.2 kJ/mol
- <S²>: 0.755
- Largest force on an atom: 0.5 eV/Å
- Kohn-Sham gap (alpha / beta): 0.24005 / 0.23797 hartree
- LUMO level (alpha / beta): -4.7 / -4.8 eV
- Multiplicity: 2

> Which formula does entry 4 have?

C18H14N4O2STi

What did the first record say?
Entry from the OMol25 dataset: a structure of composition C18H14Cl4MnN3O2 in a non-equilibrium geometry (ωB97M-V/def2-TZVPD).

Each line ends with the Löwdin charge.
CARTESIAN COORDINATES (ANGSTROEM)
Mn (0.3057, -0.1074, 0.7099)  0.53
Cl (5.1403, -4.3585, 2.7543)  0.63
Cl (1.8761, -0.9357, 5.3449)  0.65
Cl (-0.7681, 1.7101, -0.5137)  0.99
Cl (-3.3445, -2.9767, -0.6514)  0.62
O (0.8625, -0.3442, 2.5233)  -0.15
O (-0.8172, 1.8809, 0.9738)  -0.39
N (-1.1372, -1.0970, 0.0866)  -0.03
N (1.6570, -1.3742, 0.3302)  0.01
N (-1.1394, 3.2473, -1.1337)  -0.41
C (-4.4716, -0.6485, -1.3557)  -0.15
C (2.0182, -1.9235, -0.8659)  -0.10
C (3.6866, -3.3386, 0.1665)  -0.04
C (-1.1849, 4.3993, -0.2664)  -0.10
C (-2.1291, -0.5366, -0.5176)  -0.48
C (3.4232, -2.5978, 3.8623)  -0.14
C (-3.3490, -1.2568, -0.8963)  -0.62
C (2.2918, -1.8437, 1.4657)  -0.13
C (1.8163, -1.2466, 2.6503)  -0.36
C (3.0073, -2.8761, -0.9617)  -0.08
C (3.8593, -3.1639, 2.6848)  -0.61
C (-4.5386, 0.7563, -1.5467)  -0.14
C (0.5820, 1.0882, -0.8947)  -0.36
C (3.3119, -2.8120, 1.4352)  -0.19
C (-2.2491, 0.8560, -0.9027)  -0.28
C (-3.4176, 1.5049, -1.3007)  -0.12
C (-0.9883, 3.3801, -2.5617)  -0.11
C (2.4074, -1.6449, 3.8452)  -0.59
H (-5.4543, 1.2220, -1.8820)  0.08
H (-1.3223, 4.0709, 0.7602)  0.08
H (3.2461, -3.2733, -1.9405)  0.10
H (-5.3391, -1.2612, -1.5677)  0.09
H (-1.7406, 4.0832, -2.9284)  0.09
H (0.0052, 3.7415, -2.8522)  0.08
H (-3.4258, 2.5791, -1.4277)  0.10
H (-2.0370, 5.0234, -0.5523)  0.08
H (-0.2683, 4.9966, -0.3228)  0.08
H (1.4639, -1.5804, -1.7282)  0.11
H (3.8663, -2.8905, 4.8036)  0.10
H (1.0091, 1.2146, -1.8776)  0.02
H (-1.1757, 2.4199, -3.0419)  0.09
H (4.4616, -4.0863, 0.0934)  0.08

Computed properties:
- Charge: -1
- Energy relative to the best compared isomer or geometry (same formula, charge and spin): 5.2 kJ/mol
- <S²>: 0.999
- Largest force on an atom: 2.0 eV/Å
- Kohn-Sham gap (alpha / beta): 0.21051 / 0.19194 hartree
- LUMO level (alpha / beta): 2.6 / 2.6 eV
- Multiplicity: 2

What did the first record say?
Entry from the OMol25 dataset: a structure of composition C18H14Cl4MnN3O2 in a non-equilibrium geometry (ωB97M-V/def2-TZVPD).

Each line ends with the Löwdin charge.
CARTESIAN COORDINATES (ANGSTROEM)
Mn (0.3057, -0.1074, 0.7099)  0.53
Cl (5.1403, -4.3585, 2.7543)  0.63
Cl (1.8761, -0.9357, 5.3449)  0.65
Cl (-0.7681, 1.7101, -0.5137)  0.99
Cl (-3.3445, -2.9767, -0.6514)  0.62
O (0.8625, -0.3442, 2.5233)  -0.15
O (-0.8172, 1.8809, 0.9738)  -0.39
N (-1.1372, -1.0970, 0.0866)  -0.03
N (1.6570, -1.3742, 0.3302)  0.01
N (-1.1394, 3.2473, -1.1337)  -0.41
C (-4.4716, -0.6485, -1.3557)  -0.15
C (2.0182, -1.9235, -0.8659)  -0.10
C (3.6866, -3.3386, 0.1665)  -0.04
C (-1.1849, 4.3993, -0.2664)  -0.10
C (-2.1291, -0.5366, -0.5176)  -0.48
C (3.4232, -2.5978, 3.8623)  -0.14
C (-3.3490, -1.2568, -0.8963)  -0.62
C (2.2918, -1.8437, 1.4657)  -0.13
C (1.8163, -1.2466, 2.6503)  -0.36
C (3.0073, -2.8761, -0.9617)  -0.08
C (3.8593, -3.1639, 2.6848)  -0.61
C (-4.5386, 0.7563, -1.5467)  -0.14
C (0.5820, 1.0882, -0.8947)  -0.36
C (3.3119, -2.8120, 1.4352)  -0.19
C (-2.2491, 0.8560, -0.9027)  -0.28
C (-3.4176, 1.5049, -1.3007)  -0.12
C (-0.9883, 3.3801, -2.5617)  -0.11
C (2.4074, -1.6449, 3.8452)  -0.59
H (-5.4543, 1.2220, -1.8820)  0.08
H (-1.3223, 4.0709, 0.7602)  0.08
H (3.2461, -3.2733, -1.9405)  0.10
H (-5.3391, -1.2612, -1.5677)  0.09
H (-1.7406, 4.0832, -2.9284)  0.09
H (0.0052, 3.7415, -2.8522)  0.08
H (-3.4258, 2.5791, -1.4277)  0.10
H (-2.0370, 5.0234, -0.5523)  0.08
H (-0.2683, 4.9966, -0.3228)  0.08
H (1.4639, -1.5804, -1.7282)  0.11
H (3.8663, -2.8905, 4.8036)  0.10
H (1.0091, 1.2146, -1.8776)  0.02
H (-1.1757, 2.4199, -3.0419)  0.09
H (4.4616, -4.0863, 0.0934)  0.08

Computed properties:
- Charge: -1
- Energy relative to the best compared isomer or geometry (same formula, charge and spin): 5.2 kJ/mol
- <S²>: 0.999
- Largest force on an atom: 2.0 eV/Å
- Kohn-Sham gap (alpha / beta): 0.21051 / 0.19194 hartree
- LUMO level (alpha / beta): 2.6 / 2.6 eV
- Multiplicity: 2